Below is C25H35N3Tc as an isolated structure, with properties calculated with ωB97M-V with the def2-TZVPD basis set.

Properties
**HOMO (spin up / spin down)**: -13.910 / -14.218 eV
**Lowest unoccupied orbital energy (spin up / spin down)**: -6.50 / -7.93 eV
**Total charge**: +2
**Multiplicity**: 4
**ΔE to the lowest compared entry with this formula, charge and spin**: 0.00 kcal per mole
**Frontier orbital gap (spin up / spin down)**: 7.41 / 6.28 eV

CARTESIAN COORDINATES (ANGSTROEM)
Tc  1.36548  -0.26698  -0.71374
N  0.51888  0.94115  1.25191
N  1.33620  -1.89278  0.58719
N  -0.73901  0.63966  -1.13501
C  -2.67472  1.82823  -0.36699
C  -1.23158  0.68912  -2.38885
C  -0.57324  -6.15229  2.07985
C  2.43218  -2.32539  1.54914
C  -0.45916  -2.90988  -0.74322
C  2.86739  -3.75325  1.19208
C  -0.80073  -4.19447  -1.19258
C  -2.43388  1.32766  -2.69203
C  1.95151  -2.21448  3.01076
C  -1.49337  1.57562  2.37888
C  0.55149  1.39875  3.60806
C  -1.13965  -4.48641  -2.61871
C  0.26765  -2.78172  0.47009
C  3.18520  0.62272  -0.82313
C  -1.43610  1.21174  -0.11890
C  3.68817  -1.46571  1.43726
C  -0.79224  -5.24971  -0.27263
C  1.19579  1.10583  2.40491
C  2.51594  1.51679  -1.97092
C  -3.16409  1.91913  -1.66204
C  -0.80137  1.22913  1.20459
C  1.53966  -1.30528  -2.51653
C  -0.46282  -5.03128  1.07437
C  -0.01023  -3.76917  1.45390
C  -0.82603  1.62233  3.59468
H  -2.77411  1.35057  -3.72352
H  -4.09374  2.44675  -1.86680
H  2.17681  -4.51731  1.55796
H  3.06174  1.29301  -2.90000
H  -1.06326  -6.25513  -0.60100
H  1.42874  1.50622  -2.19712
H  -0.28832  -5.80887  3.08492
H  0.07996  -6.99443  1.80398
H  -0.72368  -3.71549  -3.26949
H  1.03037  -1.62831  3.09761
H  -0.70727  -5.45317  -2.89853
H  3.84437  -3.96822  1.64551
H  -1.37494  1.84843  4.50506
H  4.21510  -1.60837  0.48456
H  1.82269  -0.65324  -3.36963
H  -2.21861  -4.55379  -2.80366
H  -1.59781  -6.54960  2.13668
H  -2.55622  1.78910  2.28597
H  0.17747  -3.57177  2.50458
H  0.64662  -1.86952  -2.85537
H  1.14031  1.44990  4.52121
H  2.33150  -2.08258  -2.46328
H  4.37196  -1.80583  2.23243
H  -0.67518  -2.03137  -1.35748
H  3.22415  1.01321  0.21845
H  -3.20349  2.25479  0.47723
H  2.96008  -3.85979  0.10407
H  -0.62578  0.22367  -3.16809
H  4.23842  0.85451  -1.09828
H  2.70947  -1.70653  3.62143
H  2.73821  2.56419  -1.70112
H  3.39029  -0.49822  -0.96932
H  3.50757  -0.39792  1.61986
H  2.28064  1.01084  2.34443
H  1.80927  -3.20353  3.45997

***

Below is one molecule with the formula C25H35N5O4, with properties calculated with ωB97M-V with the def2-TZVPD basis set.

Properties
**SMILES**: Cc1cc(NC(=O)CCC(=O)N(CCC(C)C)[C@H](C(=O)NC2CCCC2)c2cccnc2)no1
**HOMO**: -8.841 eV
**Lowest unoccupied orbital energy**: 0.64 eV
**ΔE to the lowest compared entry with this formula, charge and spin**: 62.73 kcal per mole
**Frontier orbital gap**: 9.48 eV

CARTESIAN COORDINATES (ANGSTROEM)
O  -0.59120  -2.43009  2.77878
O  -0.30138  -0.54631  0.30013
O  -0.96617  2.36403  -2.94995
O  2.13861  -4.99691  -0.24308
N  1.42334  -2.25609  1.73835
N  3.37928  -0.48224  -0.13989
N  2.41001  -3.76471  0.26267
N  -0.08345  1.68866  0.21830
N  -1.30986  0.28805  -2.10327
C  -0.68878  1.46701  -2.17734
C  0.89184  3.66071  1.36334
C  -0.30841  5.18465  2.99148
C  0.65648  5.10793  1.81022
C  -3.69178  -0.25988  -1.99511
C  0.49042  -6.78108  -0.15347
C  -0.31558  0.53565  0.87841
C  1.53521  0.58190  -1.24147
C  -0.50629  0.55595  2.38163
C  0.57760  -0.35239  2.98786
C  1.68302  -0.28082  -2.31987
C  -2.24188  -1.44929  -3.56206
C  -3.61738  -1.72718  -1.58634
C  2.44983  0.45199  -0.19960
C  -2.46261  -0.07410  -2.89726
C  0.46206  -4.50722  1.11248
C  0.38339  -1.77914  2.48507
C  1.99009  5.75193  2.18560
C  0.45326  1.63160  -1.14747
C  1.42023  -3.45882  1.07026
C  -0.35000  3.01549  0.74038
C  2.67785  -1.24469  -2.27885
C  -3.22805  -2.41688  -2.89199
C  0.97433  -5.44244  0.26329
C  3.48303  -1.32675  -1.15442
H  0.41272  -6.83140  -1.23811
H  2.44973  5.21718  3.01417
H  2.42086  1.13045  0.64544
H  0.22604  5.66333  0.96976
H  -4.55755  -2.09895  -1.18211
H  -1.01694  -0.36069  -1.37561
H  -0.41064  6.21488  3.32341
H  0.45775  -0.36396  4.07286
H  2.81189  -1.93275  -3.09838
H  1.19210  -7.54935  0.16820
H  -0.44156  -4.52639  1.68012
H  -0.44391  1.54896  2.81758
H  -0.48139  -6.97335  0.28998
H  -0.70119  3.63044  -0.09360
H  -3.67332  0.42415  -1.14759
H  -2.40107  -1.39814  -4.63793
H  -1.21402  -1.77016  -3.39064
H  -2.60079  0.73028  -3.62393
H  1.84179  6.78597  2.48639
H  -1.29683  4.82159  2.72234
H  2.67772  5.73703  1.34327
H  1.22445  3.07028  2.22042
H  2.18769  -1.64720  1.47005
H  -4.60011  -0.07644  -2.57020
H  1.02948  -0.20208  -3.17621
H  -1.48111  0.11773  2.60805
H  -4.11389  -2.54096  -3.51688
H  1.57245  0.01986  2.74153
H  -2.78887  -3.39925  -2.72733
H  0.90375  2.61063  -1.35015
H  0.06508  4.59504  3.82654
H  1.69628  3.64986  0.62407
H  -2.83844  -1.86869  -0.83539
H  -1.16321  2.95488  1.46406
H  4.23800  -2.09130  -1.05098

***

Below is C25H36BeN5O8S as an isolated structure, with properties calculated with ωB97M-V with the def2-TZVPD basis set.

Properties
**HOMO**: -14.878 eV
**Lowest unoccupied orbital energy**: -12.34 eV
**Total charge**: +3
**Frontier orbital gap**: 2.54 eV

CARTESIAN COORDINATES (ANGSTROEM)
S  4.93804  0.06551  0.65593
O  8.18036  1.37431  -6.36398
O  5.74831  0.33742  -0.71192
O  9.84851  -2.19085  -0.75239
O  10.29904  -1.93849  -2.89641
O  4.38381  -1.24194  0.62955
O  4.22425  1.20259  1.07085
O  9.57266  -4.98730  -0.00634
O  6.31269  -0.07032  1.53755
N  12.49678  3.39090  1.78090
N  13.59194  -1.30200  -4.96082
N  18.52220  -6.18655  -5.36667
N  9.09748  -0.44846  -5.39250
N  10.53164  -3.69222  1.57915
C  10.25945  -1.49855  -1.70013
C  19.54671  -7.29474  -5.40051
C  7.10517  0.05737  -0.61389
C  14.69143  -1.09356  -5.70597
C  14.36706  4.08872  0.43887
C  15.50888  -3.24145  -5.05682
C  17.81968  -5.92868  -6.47789
C  7.35967  -0.62847  0.74718
C  17.41108  -4.56341  -4.08898
C  15.67239  -2.06520  -5.76617
C  12.35087  2.32308  1.00849
C  16.55861  -4.29621  -5.16379
C  8.46140  0.75379  -5.36746
C  14.31567  -3.48939  -4.36684
C  18.36355  -5.55837  -4.18892
C  12.59040  -0.19415  -4.96065
C  16.77250  -5.04134  -6.31581
C  14.20979  2.95328  -0.37124
C  13.47399  4.25501  1.49087
C  10.70144  -0.08845  -1.39948
C  9.87593  -5.96304  2.13836
C  13.20832  2.05943  -0.03715
C  8.11265  1.29339  -4.00726
C  9.99461  -4.82850  1.16656
C  13.37959  -2.48159  -4.34076
Be  9.33767  -4.21075  -2.19507
H  7.18799  1.86635  -4.03456
H  10.38812  -5.82207  3.08306
H  8.03050  0.55823  -3.20316
H  13.45415  5.20941  2.00323
H  18.97183  -8.19029  -5.16762
H  9.78700  0.49106  -1.56235
H  11.48721  0.41721  -1.95167
H  14.75461  -0.21265  -6.32955
H  7.75764  0.92915  -0.65447
H  9.39301  -0.87818  -6.25288
H  12.41770  -2.64258  -3.87197
H  8.84125  2.01325  -3.62149
H  10.93586  -0.02010  -0.33995
H  17.83407  -6.59223  -7.33068
H  16.58429  -1.99251  -6.34290
H  14.97567  2.73144  -1.10183
H  18.93738  -5.93932  -3.35797
H  13.14068  0.72242  -5.13487
H  7.30379  -0.68772  -1.39090
H  16.07931  -4.89601  -7.13662
H  8.38938  -0.45175  1.05730
H  20.28494  -7.13795  -4.62241
H  10.35336  -6.77454  1.57732
H  10.53067  -2.91889  0.92756
H  14.14718  -4.47966  -3.97013
H  11.94310  -0.34387  -4.10330
H  8.84855  -6.31990  2.18468
H  10.88583  -3.61855  2.51812
H  19.95607  -7.32780  -6.40413
H  15.23872  4.70534  0.27320
H  11.95230  -0.34909  -5.83325
H  13.20863  1.20197  -0.70364
H  11.45373  1.77215  1.27590
H  9.09318  -1.04355  -4.58030
H  17.18983  -4.15596  -3.11065
H  7.25907  -1.71466  0.83312

***

Number 1: E -33143.3980 eV. Number 2: E -42134.5890 eV. Number 3: E -61545.9165 eV.